1.
This record from the Open Molecules 2025 dataset describes a cluster of 2 separate species, C4H8N in total. The level of theory is the ωB97M-V functional and the def2-TZVPD basis.

Output
LUMO: -5.822 eV
ΔE to the lowest compared entry with this formula, charge and spin: 595.4 kJ/mol
net charge: +1
HOMO: -15.8 eV

Geometry (Å):
H (-2.23, -0.11, 1.64)
H (0.88, 1.79, -1.33)
C (0.54, -1.05, 0.91)
H (1.34, 1.87, 0.31)
C (-0.83, -0.86, 0.44)
C (0.47, 1.49, -0.22)
H (-1.29, -0.31, -1.59)
H (1.00, -0.59, 1.78)
C (-0.64, -0.78, -0.95)
H (1.17, -1.91, 0.62)
H (-0.22, -1.68, -1.44)
H (-0.39, 2.13, -0.05)
N (0.19, 0.01, -0.12)

Atomic partial charges in e from the Mulliken method, atoms 1 to 8: H 0.368; H 0.300; C -0.336; H 0.333; C -0.069; C -0.759; H 0.329; H 0.282

2.
This record from the Open Molecules 2025 dataset describes the molecule C4H8N2. The level of theory is the ωB97M-V functional and the def2-TZVPD basis.

Output
LUMO: 1.041 eV
ΔE to the lowest compared entry with this formula, charge and spin: 271.0 kJ/mol
HOMO: -9.2 eV

Geometry (Å):
H (-0.04, 0.32, 1.97)
H (-1.14, -0.96, 1.53)
H (-1.03, 2.06, -1.41)
H (-1.91, 2.03, 0.17)
H (-0.09, -1.98, -0.70)
C (-0.38, 0.58, -0.08)
C (0.69, -0.12, -0.96)
N (0.83, -1.46, -0.47)
H (1.73, 0.35, -0.61)
H (0.44, -0.03, -2.02)
H (1.71, -0.76, 0.96)
C (-1.31, 1.49, -0.52)
C (-0.30, -0.32, 1.21)
N (0.83, -1.22, 0.92)

Atomic partial charges in e from the Mulliken method, atoms 1 to 8: H 0.399; H 0.257; H 0.272; H 0.304; H 0.287; C 0.682; C -0.880; N -0.372

3.
This record from the Open Molecules 2025 dataset describes the molecule C4H8N2. The level of theory is the ωB97M-V functional and the def2-TZVPD basis.

Output
LUMO: 0.987 eV
ΔE to the lowest compared entry with this formula, charge and spin: 23.1 kJ/mol
HOMO: -10.3 eV

Geometry (Å):
H (-0.62, -1.63, 0.09)
C (-1.81, 0.19, 0.10)
N (1.87, -0.86, 0.11)
C (0.89, 1.37, -0.11)
C (0.72, -0.01, 0.42)
N (1.00, 2.33, -0.74)
H (-1.99, 0.18, 1.18)
H (-0.39, -0.59, -1.32)
H (2.72, -0.48, 0.52)
C (-0.54, -0.59, -0.24)
H (-2.68, -0.27, -0.38)
H (2.00, -0.88, -0.90)
H (0.59, 0.00, 1.50)
H (-1.75, 1.23, -0.23)

Atomic partial charges in e from the Mulliken method, atoms 1 to 8: H 0.333; C -1.143; N -0.634; C 0.230; C 0.130; N -0.458; H 0.300; H 0.290

4.
This record from the Open Molecules 2025 dataset describes the molecule C4H8N2. The level of theory is the ωB97M-V functional and the def2-TZVPD basis.

Output
LUMO: 0.858 eV
ΔE to the lowest compared entry with this formula, charge and spin: 148.2 kJ/mol
HOMO: -8.9 eV

Geometry (Å):
C (-0.19, 0.12, -0.71)
C (-1.67, -0.06, -1.00)
H (-0.23, -1.23, 0.76)
N (-2.83, -0.08, -0.97)
N (0.05, -0.27, 0.65)
H (1.73, 0.23, -1.68)
H (1.61, -1.09, -0.57)
H (-0.08, 1.20, -0.86)
C (-0.09, 0.60, 1.76)
H (0.33, 0.06, 2.61)
H (-1.12, 0.90, 1.97)
C (1.06, -0.58, -1.38)
H (0.90, -1.29, -2.17)
H (0.53, 1.48, 1.58)

Atomic partial charges in e from the Mulliken method, atoms 1 to 8: C 0.261; C 0.102; H 0.252; N -0.452; N -0.349; H 0.270; H 0.336; H 0.279

5.
This record from the Open Molecules 2025 dataset describes the molecule C4H8N2. The level of theory is the ωB97M-V functional and the def2-TZVPD basis.

Output
LUMO: 1.038 eV
ΔE to the lowest compared entry with this formula, charge and spin: 473.2 kJ/mol
HOMO: -8.1 eV

Geometry (Å):
H (-1.08, 0.95, 2.05)
C (-0.32, 1.50, 0.14)
C (-0.95, 0.77, 1.02)
C (-0.91, -0.67, 0.52)
H (2.03, -1.53, -0.81)
C (-0.90, -0.57, -0.95)
H (0.07, 1.14, -0.77)
N (0.26, -0.77, -1.51)
H (1.30, -0.31, 0.00)
H (-0.09, -1.35, 0.99)
N (1.55, -0.66, -0.93)
H (-1.76, -1.37, 0.75)
H (-0.26, 2.64, 0.27)
H (0.42, -0.64, -2.54)

Atomic partial charges in e from the Mulliken method, atoms 1 to 8: H 0.373; C -0.717; C -0.081; C -0.318; H 0.255; C -0.505; H 0.335; N -0.001

6.
This record from the Open Molecules 2025 dataset describes the molecule C4H8N2. The level of theory is the ωB97M-V functional and the def2-TZVPD basis.

Output
LUMO: 0.966 eV
ΔE to the lowest compared entry with this formula, charge and spin: 244.3 kJ/mol
HOMO: -9.2 eV

Geometry (Å):
N (-2.57, -0.92, 1.76)
H (0.14, 0.76, 1.32)
H (0.40, 1.15, -0.70)
C (-2.17, -0.49, 0.76)
H (-1.80, 1.07, -0.58)
H (1.97, -0.95, 0.98)
C (0.66, 0.65, 0.34)
N (-0.20, -0.25, -0.61)
H (-2.16, -0.49, -1.33)
H (0.06, -1.23, -0.61)
H (2.54, -0.05, -0.44)
H (2.66, 0.67, 1.17)
C (2.03, 0.05, 0.52)
C (-1.62, -0.01, -0.51)

Atomic partial charges in e from the Mulliken method, atoms 1 to 8: N -0.417; H 0.258; H 0.440; C 0.379; H 0.250; H 0.310; C -0.300; N -0.375

7.
This record from the Open Molecules 2025 dataset describes the molecule C4H8N2. The level of theory is the ωB97M-V functional and the def2-TZVPD basis.

Output
LUMO (spin up / spin down): 0.137 / 0.136 eV
ΔE to the lowest compared entry with this formula, charge and spin: 402.8 kJ/mol
HOMO (spin up / spin down): -7.8 / -7.8 eV

Geometry (Å):
C (0.66, -0.21, -1.03)
H (-1.11, -1.13, 1.24)
H (-2.38, -0.50, 0.16)
C (-1.36, -0.88, 0.20)
H (-0.18, 2.19, -0.23)
C (1.99, -0.16, -0.33)
H (-1.24, 1.51, 1.02)
H (-1.29, -1.79, -0.40)
H (0.55, 1.34, 1.14)
N (2.70, 0.36, 0.48)
N (-0.42, 0.12, -0.30)
C (-0.32, 1.35, 0.46)
H (1.83, -1.32, -0.52)
H (0.56, -0.87, -1.88)

Atomic partial charges in e from the Mulliken method, atoms 1 to 8: C -0.609; H 0.347; H 0.286; C -0.888; H 0.288; C 0.384; H 0.327; H 0.333

8.
This record from the Open Molecules 2025 dataset describes a structure of composition C4H8N2. The level of theory is the ωB97M-V functional and the def2-TZVPD basis.

Output
LUMO: 0.459 eV
ΔE to the lowest compared entry with this formula, charge and spin: 441.8 kJ/mol
HOMO: -8.0 eV

Geometry (Å):
H (-1.63, -2.06, 0.37)
H (-1.59, 0.74, -1.82)
C (-1.36, 0.71, -0.75)
H (-2.12, 1.10, -0.07)
N (-1.01, -1.34, 0.73)
C (0.73, 0.11, -0.43)
H (2.70, 0.46, 0.29)
C (-0.61, -0.47, -0.33)
C (1.67, 0.53, 0.63)
H (-0.19, -1.82, 1.10)
N (0.49, -0.83, -1.29)
H (1.57, -0.10, 1.52)
H (1.48, 1.57, 0.91)
H (-0.12, 1.40, -0.85)

Atomic partial charges in e from the Mulliken method, atoms 1 to 8: H 0.245; H 0.352; C -0.956; H 0.292; N -0.593; C 0.197; H 0.320; C 0.779

9.
This record from the Open Molecules 2025 dataset describes the molecule C4H8N2. The level of theory is the ωB97M-V functional and the def2-TZVPD basis.

Output
LUMO: 0.852 eV
ΔE to the lowest compared entry with this formula, charge and spin: 145.4 kJ/mol
HOMO: -9.5 eV

Geometry (Å):
C (1.55, -0.17, -0.34)
C (-0.09, -0.21, 1.25)
H (0.18, 0.86, 1.47)
H (1.84, -0.13, -1.43)
C (-0.74, 0.35, -0.97)
H (1.98, 0.79, 0.17)
H (2.08, -1.03, 0.17)
H (-0.67, 1.40, -0.64)
H (-1.18, -0.24, 1.46)
H (-0.51, 0.20, -2.00)
N (0.18, -0.49, -0.14)
C (-2.09, -0.01, -0.57)
H (0.63, -0.90, 1.85)
N (-3.15, -0.41, -0.28)

Atomic partial charges in e from the Mulliken method, atoms 1 to 8: C -0.894; C -0.946; H 0.350; H 0.310; C -0.322; H 0.272; H 0.334; H 0.244

no.,E (Ha),maximum force (eV/Å)
1,-211.44431,7.169
2,-266.61877,3.344
3,-266.71320,1.340
4,-266.66554,1.611
5,-266.54179,5.267
6,-266.62897,4.312
7,-266.56860,0.872
8,-266.55373,5.168
9,-266.66661,3.615